(1)
{"formula": "CH3O2P", "method": "ωB97M-V/def2-TZVPD", "lumo_energy_ev": -0.972, "max_force_ha_per_bohr": 0.085, "homo_energy_ev": -10.33, "relative_energy_ev": 1.400, "smiles": "COP=O", "e_tot_ev": -14468.40372, "total_charge": 0, "species": ["C", "O", "O", "P", "H", "H", "H"], "xyz": [[-0.4818, -0.6954, -0.5502], [1.5956, 1.8010, 1.7639], [0.6531, -0.2424, 0.1390], [0.5124, 1.5804, 0.8262], [-1.5001, -0.3060, -0.0339], [-0.5900, -1.7113, -0.5456], [-0.1892, -0.4264, -1.5994]], "atomic_forces_ev_per_a": [[-0.971, 3.645, -0.307], [0.138, 0.004, -0.041], [0.303, 3.428, 2.655], [0.054, -3.842, -1.394], [2.022, -0.387, -1.787], [0.151, -2.857, 0.472], [-1.697, 0.009, 0.402]], "nbo_charge": [-0.258, -0.973, -0.817, 1.531, 0.153, 0.183, 0.181]}

=====

(2)
{"formula": "C5H9N2P", "method": "ωB97M-V/def2-TZVPD", "lumo_energy_ev": 0.681, "max_force_ha_per_bohr": 0.075, "homo_energy_ev": -9.12, "relative_energy_ev": 1.275, "smiles": "Cc1cp[nH]n1.C=C", "e_tot_ev": -17597.80552, "total_charge": 0, "species": ["C", "C", "C", "C", "C", "N", "N", "P", "H", "H", "H", "H", "H", "H", "H", "H", "H"], "xyz": [[-1.2084, 1.1740, 0.1017], [-1.2887, 0.2043, 1.1010], [-0.3950, 2.3693, 0.4534], [2.6683, -2.0773, -0.3359], [1.6361, -1.2891, -0.3071], [-1.5563, 0.7784, -1.0789], [-2.1496, -0.4277, -0.9796], [-2.1574, -1.1676, 0.5157], [-0.3843, 3.1795, -0.4111], [0.5626, 1.8574, 0.7052], [-0.8286, 2.7462, 1.3060], [3.0048, -2.6773, 0.4900], [-0.9727, 0.4203, 2.1276], [3.1508, -2.3125, -1.1847], [1.2490, -0.7849, -1.2342], [1.0878, -1.0990, 0.5699], [-2.4185, -0.8941, -1.8392]], "atomic_forces_ev_per_a": [[1.313, -0.593, 0.631], [-1.586, -1.091, 1.131], [0.894, 0.133, -3.774], [-0.507, -0.712, 2.197], [-1.049, 1.281, -1.749], [-1.026, 0.190, -1.514], [0.175, -0.188, -0.375], [0.724, 0.529, 0.640], [0.386, -1.776, 1.908], [-0.114, 1.351, -0.327], [-0.657, 1.320, 1.993], [-0.006, 0.199, 0.645], [-0.206, -0.325, -0.434], [1.656, -0.487, -3.106], [0.527, -0.472, 0.990], [-0.578, 0.196, 0.992], [0.053, 0.445, 0.149]], "nbo_charge": [0.131, -0.701, -0.627, -0.376, -0.380, -0.253, -0.651, 0.778, 0.230, 0.231, 0.215, 0.186, 0.240, 0.180, 0.195, 0.191, 0.413]}